No. 1
Computed, not measured: C59H78BrMnN2O2P2Si as an isolated structure in a non-equilibrium geometry, with ωB97M-V with the def2-TZVPD basis set.

Atoms and positions in Å:
Mn  -0.28157  0.02810  -0.19710
O  -0.68100  2.55562  3.60794
C  0.25198  3.42423  3.16326
C  0.20790  4.72524  3.65468
C  1.16821  5.65059  3.27365
C  2.18983  5.28670  2.40441
C  2.22017  3.98787  1.90951
C  1.26141  3.05007  2.26126
C  1.24882  1.70308  1.55756
O  0.31580  1.67212  0.53341
N  0.92600  0.66275  2.52170
N  0.99454  -0.61184  1.89942
C  1.61005  -1.44945  2.71536
C  1.80955  -2.81889  2.65203
Br  1.02616  -3.72787  1.16679
C  2.49930  -3.63767  3.55321
C  3.49347  -3.26245  4.52000
C  3.90027  -4.20779  5.49520
C  4.87680  -3.92124  6.43096
C  5.50922  -2.67510  6.44823
C  5.13814  -1.73209  5.49444
C  4.15469  -2.00905  4.55326
H  -0.41762  1.66449  3.27957
H  -0.58605  4.98880  4.34616
H  1.12334  6.66026  3.66678
H  2.94743  6.00488  2.10945
H  3.00165  3.69091  1.21349
H  2.26467  1.52750  1.16843
H  1.55626  0.71666  3.31012
H  2.00370  -1.01829  3.63900
H  2.27463  -4.69698  3.49440
H  3.42000  -5.18217  5.49766
H  5.15584  -4.67568  7.16042
H  6.27840  -2.45340  7.17977
H  5.63019  -0.76556  5.47769
H  3.92349  -1.26716  3.79809
C  -0.31189  -3.69952  -1.79977
Si  -0.87967  -1.88499  -1.53854
C  -2.76070  -2.19743  -1.33944
C  -3.42712  -3.04892  -2.23648
C  -4.76398  -3.38256  -2.07685
C  -5.47788  -2.87585  -0.99575
C  -4.84124  -2.04176  -0.09172
C  -3.49202  -1.70293  -0.24362
P  -2.70529  -0.49671  0.89632
C  -3.85960  0.98973  0.82636
C  -3.06215  2.24750  1.26335
C  -3.79811  3.55259  0.90018
C  -5.31062  3.34142  0.90647
C  -5.71342  2.33807  -0.19221
C  -4.60559  1.30304  -0.47531
C  -3.03547  -0.91412  2.68599
C  -2.01091  -1.91234  3.26593
C  -2.46728  -3.36747  3.16389
C  -3.80563  -3.55815  3.87289
C  -4.86038  -2.69843  3.18279
C  -4.46239  -1.21710  3.18660
C  -0.24651  -1.35713  -3.27914
C  -0.80173  -1.78778  -4.48964
C  -0.19097  -1.52021  -5.70729
C  1.00180  -0.80636  -5.74179
C  1.58008  -0.37960  -4.55227
C  0.97637  -0.66031  -3.32331
P  1.68702  -0.18848  -1.69896
C  2.93462  -1.49557  -1.32944
C  3.87588  -1.93858  -2.47719
C  5.30293  -2.18381  -1.97624
C  5.28527  -3.02290  -0.69650
C  4.53342  -2.29863  0.45208
C  3.70292  -1.11263  -0.05375
C  2.60037  1.40425  -1.86426
C  3.94098  1.47832  -2.59655
C  4.65302  2.78113  -2.17749
C  3.66257  3.94315  -1.94845
C  2.42069  3.76377  -2.81978
C  1.64457  2.50312  -2.39209
H  -0.50504  -3.95512  -2.84907
H  0.76131  -3.84016  -1.61639
H  -0.86154  -4.40430  -1.16069
H  -2.88010  -3.47599  -3.07543
H  -5.24982  -4.03847  -2.79195
H  -6.52571  -3.12379  -0.86398
H  -5.41211  -1.61981  0.72935
H  -4.62209  0.77890  1.57891
H  -2.88290  2.22237  2.34004
H  -2.08759  2.24235  0.77970
H  -3.51805  4.33988  1.60267
H  -3.48536  3.88770  -0.09611
H  -5.60980  2.96275  1.89084
H  -5.83732  4.28917  0.76435
H  -6.63497  1.82441  0.10050
H  -5.93522  2.88150  -1.11481
H  -5.04905  0.41535  -0.92073
H  -3.88841  1.68639  -1.18857
H  -2.76690  0.06846  3.08566
H  -1.05959  -1.78115  2.75917
H  -1.84254  -1.67384  4.32429
H  -2.58023  -3.64241  2.10848
H  -1.69794  -4.01738  3.58733
H  -4.10808  -4.60940  3.86817
H  -3.70763  -3.25010  4.92211
H  -4.97445  -3.05815  2.15632
H  -5.83202  -2.80297  3.67413
H  -5.20859  -0.63626  2.64064
H  -4.50817  -0.86293  4.22313
H  -1.74689  -2.32807  -4.48271
H  -0.64925  -1.85751  -6.63070
H  1.48353  -0.58742  -6.68781
H  2.50385  0.18088  -4.59582
H  2.29400  -2.33997  -1.05472
H  3.49172  -2.86973  -2.90247
H  3.88821  -1.21835  -3.29476
H  5.87971  -2.68905  -2.75499
H  5.80817  -1.23037  -1.78219
H  4.79222  -3.97558  -0.92025
H  6.30463  -3.26304  -0.39092
H  3.86272  -2.99978  0.95781
H  5.24019  -1.94549  1.20707
H  2.99328  -0.81353  0.71950
H  4.34856  -0.24864  -0.24926
H  2.81038  1.62687  -0.81180
H  4.58681  0.62606  -2.37792
H  3.77556  1.49012  -3.67647
H  5.22702  2.60359  -1.26294
H  5.37355  3.05364  -2.95395
H  3.34488  3.97047  -0.90110
H  4.15072  4.89794  -2.15195
H  1.77010  4.63655  -2.74672
H  2.73004  3.68703  -3.86898
H  0.92058  2.74079  -1.61490
H  1.07360  2.11913  -3.23639
C  -3.48182  3.02359  -3.74710
C  -2.15335  2.29034  -3.97980
C  -1.06656  3.31994  -4.31793
C  -2.32429  1.33704  -5.16989
C  -1.76039  1.53439  -2.77172
C  -1.35921  0.98468  -1.75692
H  -3.71904  3.64066  -4.61977
H  -3.42561  3.67081  -2.86673
H  -4.29526  2.30964  -3.59967
H  -1.38327  3.93176  -5.16920
H  -0.12995  2.82075  -4.58311
H  -0.87543  3.97767  -3.46453
H  -2.71398  1.88402  -6.03749
H  -3.01935  0.53015  -4.91866
H  -1.36815  0.88793  -5.43950

Results
Charge: -1
Electronic energy, eV: -197343.4038
Spin multiplicity: 6
<S²>: 9.0014
HOMO energy (alpha / beta), eV: -2.869 / -4.637
E_LUMO (alpha / beta), eV: 2.32 / 2.41

***

No. 2
Computed, not measured: a 14-piece molecular cluster, C59H97F6N3O31 overall in a non-equilibrium geometry, with ωB97M-V with the def2-TZVPD basis set.

Atoms and positions in Å:
C  -6.19345  -5.14567  -4.02065
C  -5.69913  -3.81782  -3.45793
O  -4.28047  -3.60565  -3.60869
C  -3.53163  -3.49489  -2.48316
O  -3.85615  -3.72587  -1.35189
C  -2.09183  -2.94972  -2.70491
F  -1.17705  -3.71648  -2.14088
F  -1.83639  -2.92942  -3.98565
F  -1.95586  -1.74851  -2.13322
H  -5.78779  -5.96529  -3.44878
H  -5.94400  -5.23557  -5.09325
H  -7.27140  -5.08485  -3.89463
H  -5.81954  -3.82134  -2.38498
H  -6.28299  -3.01486  -3.89695
C  2.89988  3.21375  3.63068
C  2.15683  3.22533  4.96140
O  2.99532  3.93774  5.97961
C  2.43997  4.54515  6.95287
O  1.24528  4.61643  7.20924
C  3.49764  4.91951  8.01757
F  2.93321  5.67012  8.96427
F  4.05095  3.88222  8.63586
F  4.55418  5.66829  7.52659
H  2.39681  2.47787  2.98363
H  3.94309  2.90968  3.82855
H  2.92093  4.18654  3.11777
H  2.07265  2.21914  5.30381
H  1.21781  3.78520  4.96054
N  2.87858  3.54775  -3.09241
C  3.07069  2.54926  -2.19768
C  4.10551  1.62448  -2.21733
C  5.06168  1.81332  -3.20145
C  4.93743  2.81482  -4.13059
C  3.84062  3.69421  -4.06576
H  2.36201  2.56530  -1.36297
H  4.14069  0.78884  -1.51375
H  5.91388  1.12112  -3.21196
H  5.74323  2.99086  -4.84384
H  3.71649  4.57401  -4.68106
N  -0.32800  0.48182  4.53109
C  -0.51691  -0.01527  5.77673
C  -1.67883  -0.66712  6.12168
C  -2.76766  -0.72198  5.20528
C  -2.57508  -0.17223  3.94366
C  -1.26981  0.31155  3.66393
H  0.27644  0.06657  6.48062
H  -1.80097  -1.09540  7.11535
H  -3.64695  -1.27063  5.48705
H  -3.29404  -0.15569  3.12146
H  -1.11871  0.56345  2.64030
N  -3.67379  3.08458  2.48365
C  -3.45952  3.62216  1.27096
C  -2.21240  4.00649  0.89170
C  -1.19470  3.97699  1.86781
C  -1.43872  3.46149  3.11293
C  -2.71915  3.02866  3.38222
H  -4.31697  3.77261  0.58365
H  -2.05396  4.39739  -0.14588
H  -0.22917  4.33432  1.51343
H  -0.67410  3.43717  3.89916
H  -2.89873  2.60263  4.35119
C  2.11049  -0.40842  -6.52987
C  2.03036  -1.69775  -5.71072
O  3.37570  -2.15505  -5.39856
C  3.46625  -3.35167  -4.84921
O  2.53025  -4.04417  -4.33399
O  4.72126  -3.77604  -4.89959
C  5.10184  -5.05594  -4.30282
H  1.13699  -0.08389  -6.71135
H  2.63168  -0.65135  -7.46951
H  2.74853  0.29004  -5.98472
H  1.55279  -2.58572  -6.17083
H  1.44712  -1.42494  -4.84038
H  6.15597  -5.13205  -4.39242
H  4.51355  -5.80627  -4.87859
H  4.72447  -4.99882  -3.27938
C  -4.12595  0.82399  -0.34010
C  -5.59608  0.89557  0.03551
O  -6.41178  0.92914  -1.12163
C  -7.67830  0.76353  -1.05571
O  -8.47539  0.81641  -1.92959
O  -8.07607  0.55942  0.21264
C  -9.51464  0.46462  0.44476
H  -3.65181  0.82725  0.62078
H  -3.74723  1.63334  -0.90912
H  -4.02837  -0.14384  -0.87895
H  -5.72162  1.77307  0.66481
H  -5.80863  0.02994  0.60387
H  -9.81338  -0.29317  -0.27675
H  -9.93930  1.44703  0.31473
H  -9.52329  0.11406  1.47090
C  2.90996  7.61211  0.16637
C  2.27484  6.37559  -0.53705
O  0.82247  6.27315  -0.35257
C  0.07979  6.92380  -1.26771
O  0.50183  7.55073  -2.19676
O  -1.23110  6.73476  -0.95019
C  -2.10812  7.16400  -1.98731
H  3.60688  7.29653  0.90443
H  2.07675  8.16064  0.63088
H  3.39683  8.25309  -0.55160
H  2.70438  5.45523  -0.14619
H  2.40880  6.47131  -1.57959
H  -2.08209  8.23577  -2.14534
H  -3.07398  6.77684  -1.66345
H  -1.80431  6.71760  -2.93358
C  -5.14861  -3.73913  3.90097
C  -5.07343  -4.23780  2.45260
O  -3.81380  -3.90137  1.78385
C  -3.62924  -2.53606  1.63903
O  -4.46469  -1.66570  1.68119
O  -2.36165  -2.21955  1.39665
C  -1.38053  -3.31571  1.24748
H  -5.15183  -2.64462  3.77345
H  -4.26583  -4.09653  4.43386
H  -5.99811  -4.16154  4.34989
H  -5.89509  -3.68542  1.97411
H  -5.16452  -5.30055  2.28890
H  -0.59245  -2.79866  0.63862
H  -1.84775  -4.13215  0.65750
H  -1.08705  -3.67945  2.23649
C  0.35692  1.86001  0.14896
C  -0.80554  1.17080  -0.52446
O  -0.60153  1.03835  -1.95827
C  0.02811  0.00223  -2.38364
O  0.19869  -0.18381  -3.57403
O  0.61745  -0.78591  -1.40995
C  1.36994  -1.89591  -1.83943
H  0.39392  2.90655  -0.14634
H  1.31169  1.35265  -0.01585
H  0.11210  1.72150  1.21284
H  -1.68663  1.84679  -0.44771
H  -1.00784  0.20318  -0.11813
H  2.20810  -1.50194  -2.40465
H  0.77620  -2.58317  -2.44634
H  1.56359  -2.39834  -0.90636
C  5.93837  -5.14235  1.08800
C  5.34734  -3.85692  0.58719
O  5.99320  -3.65474  -0.69612
C  5.48787  -2.65602  -1.44556
O  4.59699  -1.89683  -1.09069
O  6.19333  -2.62434  -2.58835
C  5.95545  -1.48831  -3.39734
H  5.55596  -5.38550  2.07698
H  7.04982  -5.05068  1.07699
H  5.56450  -5.95506  0.41233
H  5.46921  -3.02444  1.27898
H  4.28460  -3.91353  0.40079
H  4.96850  -1.02712  -3.22291
H  6.05202  -1.80341  -4.43189
H  6.76836  -0.78842  -3.27233
C  1.56146  -6.65388  -2.29330
C  1.36889  -5.53147  -1.29862
O  1.95982  -5.92862  -0.03279
C  2.04652  -5.01944  0.91341
O  1.59427  -3.85793  0.86448
O  2.62422  -5.56606  2.01714
C  2.64380  -4.77422  3.22372
H  2.61225  -6.99638  -2.35796
H  1.28735  -6.26323  -3.25608
H  0.96506  -7.52040  -1.99239
H  0.31622  -5.25207  -1.10481
H  1.91391  -4.65687  -1.68018
H  2.18005  -5.41171  3.95049
H  2.05376  -3.88425  3.01579
H  3.66884  -4.59556  3.54867
C  4.74220  -0.11429  6.70187
C  3.39698  -0.66672  6.27438
O  2.98380  -0.04387  5.04710
C  2.32253  -0.82830  4.17908
O  1.93747  -1.96523  4.42173
O  2.32175  -0.30641  2.99694
C  1.62497  -1.05111  1.98670
H  4.68786  0.96250  6.93699
H  5.56476  -0.36897  6.00821
H  4.96326  -0.59122  7.65958
H  2.56862  -0.53151  6.99830
H  3.43473  -1.74515  6.03119
H  1.40026  -0.31149  1.18860
H  0.80033  -1.55916  2.43058
H  2.31904  -1.80539  1.56790
C  -0.40326  3.31246  -4.78864
C  -1.74203  2.61794  -4.49730
O  -2.30627  3.19188  -3.28437
C  -3.58303  3.39093  -3.10953
O  -4.00919  3.93743  -2.10679
O  -4.35062  3.10122  -4.18516
C  -5.70061  3.53181  -4.05438
H  0.31554  3.18895  -3.99188
H  -0.73216  4.34891  -4.80267
H  0.00787  2.83592  -5.69565
H  -1.63180  1.57251  -4.31062
H  -2.41030  2.73097  -5.34815
H  -5.84339  4.58057  -4.32233
H  -5.84712  3.49018  -2.98683
H  -6.20899  2.74161  -4.62023

Results
Electronic energy, eV: -147003.5371
HOMO energy, eV: -9.110
E_LUMO, eV: 0.45